DFT (wB97M-V/def2-TZVPD) results for a structure of composition C19H15N4O4PdS5.

Output
Calculated total energy, eV: -91757.14816
Charge: -1
Frontier orbital gap, eV: 6.63
Relative energy (zero: lowest compared OMol25 entry of this formula, charge and spin), kcal/mol: 24.3
Lowest unoccupied orbital energy, Ha: 0.047

Each line ends with the Löwdin charge.
CARTESIAN COORDINATES (ANGSTROEM)
Pd: -0.49362 0.33793 1.93576  0.5685
N: 2.57419 0.34711 0.68004  0.1221
C: 2.30006 -0.88664 1.23469  -0.3036
C: 3.37372 -1.63755 1.74096  -0.0131
C: 3.12143 -2.87783 2.27426  -0.0636
C: 1.81464 -3.36287 2.29669  -0.0664
C: 0.83020 -2.54973 1.78806  -0.1588
N: 1.04985 -1.33349 1.26868  0.0621
C: 1.72700 1.22930 -0.01388  -0.2968
C: 2.23373 1.84917 -1.15465  -0.0054
C: 1.45331 2.76854 -1.82470  -0.0427
C: 0.19712 3.07231 -1.31959  -0.0500
C: -0.22833 2.41304 -0.19148  -0.1132
N: 0.51243 1.49643 0.45581  0.0109
H: 3.54838 0.50463 0.49580  0.1305
H: 4.37710 -1.23174 1.71389  0.1095
H: 3.93424 -3.46742 2.67881  0.1083
H: 1.56644 -4.32300 2.72425  0.1070
H: -0.20863 -2.86430 1.80635  0.0815
H: 3.21172 1.56616 -1.52317  0.1126
H: 1.77654 3.21508 -2.75536  0.1111
H: -0.44511 3.76248 -1.84529  0.1127
H: -1.20618 2.59432 0.23055  0.1114
O: -0.49897 -3.71644 5.00820  -0.0698
C: -0.96808 -2.70119 4.56188  -1.0549
S: -2.45593 -2.70127 3.56892  0.9331
C: -2.62207 -0.97423 3.32335  -1.2380
C: -1.42905 -0.21647 3.70039  -1.3126
S: -1.33196 1.50239 3.69644  0.5123
S: -0.30012 -1.09955 4.78055  0.9167
S: -3.98620 -0.43664 2.59712  0.5993
N: -1.74838 -1.03654 0.01566  0.0714
C: -1.62954 -0.33056 -1.20690  -0.3362
C: -0.50170 -0.53583 -1.99767  -0.0507
C: -0.30801 0.20627 -3.15061  -0.0658
C: -1.23128 1.17255 -3.52814  -0.2792
C: -2.37287 1.35241 -2.76112  -0.0627
C: -2.57487 0.60796 -1.60476  -0.0427
S: -0.87466 2.25163 -4.91766  0.4094
O: -0.07784 1.43547 -5.81952  -0.3678
O: -0.11834 3.35074 -4.31257  -0.3759
O: -2.17635 2.65026 -5.42354  -0.3635
H: -1.35875 -1.96431 -0.05336  0.0759
H: -2.69851 -1.07881 0.35755  0.0268
H: 0.23282 -1.27322 -1.68737  0.1039
H: 0.56837 0.05734 -3.76924  0.1134
H: -3.09904 2.09117 -3.07705  0.1133
H: -3.45892 0.76494 -0.99701  0.1096

***

DFT (wB97M-V/def2-TZVPD) results for a structure of composition C19H15N5O3RuS.

Output
Multiplicity: 6
Calculated total energy, eV: -46953.03134
Charge: -1
Frontier orbital gap (alpha / beta), eV: 4.78 / 5.34
Relative energy (zero: lowest compared OMol25 entry of this formula, charge and spin), kcal/mol: 28.6
Lowest unoccupied orbital energy (alpha / beta), Ha: 0.093 / 0.043

Each line ends with the Löwdin charge.
CARTESIAN COORDINATES (ANGSTROEM)
Ru: 0.13504 -0.25558 0.42408  1.3559
N: -3.57900 -2.76731 0.93031  0.0325
C: -2.49511 -1.91605 1.02864  -0.9142
S: -0.93024 -2.66114 0.91687  0.5551
N: -2.72788 -0.66170 1.28735  -0.0253
N: -1.65525 0.13506 1.37230  -0.2071
C: -1.80985 1.36499 1.94681  -0.1148
C: -0.74901 2.18810 2.33595  -0.1973
C: -1.02194 3.50802 2.78724  -0.0718
C: -0.02982 4.35299 3.19765  -0.1180
C: 1.30765 3.92680 3.20947  -0.1114
C: 1.62200 2.64901 2.80255  -0.0390
C: 0.64008 1.74713 2.36175  -0.3635
O: 1.00088 0.52481 2.04471  -0.2268
H: -3.36737 -3.62372 0.44726  0.0499
H: -4.44943 -2.32339 0.67968  0.0763
H: -2.82570 1.70166 2.14074  0.1029
H: -2.05036 3.84772 2.77085  0.1028
H: -0.27278 5.35958 3.51308  0.0902
H: 2.09191 4.59897 3.53340  0.0877
H: 2.64632 2.29868 2.79245  0.1081
C: -2.43315 -1.18648 -3.00433  -0.0573
C: -1.64930 -2.10251 -3.70646  -0.0631
C: -0.34260 -2.29314 -3.31235  -0.0133
C: 0.16792 -1.59925 -2.21690  -0.2295
N: -0.63841 -0.77853 -1.49344  -0.0490
C: -1.88250 -0.55879 -1.90800  -0.1243
C: 1.54122 -1.66309 -1.74068  -0.2055
C: 2.61538 -2.12618 -2.50334  -0.0468
C: 3.89074 -2.11797 -1.96899  -0.1063
C: 4.10275 -1.67708 -0.66862  -0.0961
C: 3.03811 -1.20353 0.08950  -0.0984
C: 1.76035 -1.14531 -0.44944  -0.2273
H: -3.45219 -0.97851 -3.29438  0.0996
H: -2.06231 -2.65058 -4.54295  0.1022
H: 0.29457 -3.00206 -3.82238  0.1062
H: -2.46224 0.15272 -1.33109  0.1152
H: 2.46112 -2.46261 -3.52196  0.0989
H: 4.72855 -2.43994 -2.57535  0.0925
H: 5.10282 -1.69067 -0.25262  0.0943
H: 3.21058 -0.85961 1.10314  0.0928
O: 0.44408 3.82779 -0.22894  -0.0923
N: -0.22650 2.83529 -0.44378  -0.3038
O: 0.31087 1.72546 -0.72975  -0.2610

***

DFT (wB97M-V/def2-TZVPD) results for the molecule C19H15N5O4S.

Output
Calculated total energy, eV: -46423.70759
Frontier orbital gap, eV: 8.97
Relative energy (zero: lowest compared OMol25 entry of this formula, charge and spin), kcal/mol: 3.2
Lowest unoccupied orbital energy, Ha: 0.003

Each line ends with the Löwdin charge.
CARTESIAN COORDINATES (ANGSTROEM)
O: -4.26788 -0.95472 -2.67139  0.0935
C: -3.68947 -0.61288 -1.66126  -0.4231
N: -4.26538 0.33054 -0.84146  0.1417
C: -3.73678 1.11458 0.17349  -0.2475
C: -2.37940 1.41921 0.28843  -0.0090
C: -1.97791 2.22490 1.33950  -0.1440
N: -2.79819 2.74221 2.23687  0.0515
C: -4.08716 2.47600 2.11080  -0.1490
C: -4.60814 1.68022 1.10739  -0.0049
C: -2.41049 -1.22493 -1.22644  -0.1674
C: -2.17065 -1.57216 0.10258  -0.0198
C: -0.99671 -2.19967 0.46124  -0.0149
C: -0.03430 -2.49286 -0.50534  -0.2941
N: 1.14619 -3.12517 -0.13775  -0.0494
S: 2.06552 -2.65721 1.19577  0.6719
O: 3.22223 -3.49637 1.15377  -0.2813
O: 1.23734 -2.65116 2.35777  -0.2681
C: 2.53018 -0.98732 0.75663  -0.2754
C: 1.63222 0.04648 0.95821  -0.0580
C: 1.95256 1.33917 0.56513  0.0114
C: 3.18757 1.54303 -0.02174  -0.1743
N: 3.79872 2.67315 -0.50440  0.1857
C: 5.06040 2.37675 -0.99254  -0.5147
O: 5.85006 3.14099 -1.47864  0.0828
N: 5.21366 1.01450 -0.80802  0.1844
C: 4.09538 0.47845 -0.21669  -0.1700
C: 3.77071 -0.80689 0.16582  0.0166
C: -0.28710 -2.17754 -1.83992  -0.0039
C: -1.46975 -1.56258 -2.19536  -0.0047
H: -5.23154 0.52549 -1.08080  0.1589
H: -1.66110 1.04904 -0.42464  0.1107
H: -0.93427 2.47898 1.46794  0.0901
H: -4.73299 2.92321 2.85436  0.1064
H: -5.66953 1.49272 1.04674  0.1106
H: -2.91501 -1.37029 0.85825  0.1270
H: -0.80631 -2.47515 1.48520  0.1048
H: 1.74136 -3.40892 -0.90103  0.1210
H: 0.69133 -0.16810 1.43732  0.1065
H: 1.26708 2.15673 0.71715  0.1001
H: 3.41775 3.60411 -0.49903  0.1704
H: 6.05053 0.51527 -1.05702  0.1707
H: 4.43299 -1.64805 0.04662  0.1181
H: 0.44327 -2.42828 -2.59565  0.1148
H: -1.67697 -1.32549 -3.22786  0.1238

***

DFT (wB97M-V/def2-TZVPD) results for a structure of composition C19H15N7O7SV.

Output
Multiplicity: 2
Calculated total energy, eV: -81236.43839
Frontier orbital gap (alpha / beta), eV: 7.80 / 5.65
Relative energy (zero: lowest compared OMol25 entry of this formula, charge and spin), kcal/mol: 0.0
Lowest unoccupied orbital energy (alpha / beta), Ha: 0.005 / 0.007

Each line ends with the Löwdin charge.
CARTESIAN COORDINATES (ANGSTROEM)
V: -0.46672 1.05473 -0.47920  0.9477
C: 3.04844 -0.76350 -0.34924  0.0221
C: 2.83382 0.70039 -0.47485  -0.3079
N: 1.66474 1.31699 -0.50165  0.0875
C: 1.92737 2.66996 -0.60519  -0.1047
C: 3.26756 2.86546 -0.64395  -0.0695
N: 3.82316 1.61160 -0.56140  0.1937
C: 4.14943 4.05493 -0.72240  -0.4871
O: 3.54939 5.22328 -0.76439  0.1412
O: 5.34807 3.89819 -0.74171  0.1003
C: 0.78776 3.63336 -0.68981  -0.5401
O: 1.02973 4.84148 -0.71057  0.0686
O: -0.35423 3.07110 -0.73598  -0.0812
H: 2.14661 -1.22462 0.04762  0.0751
H: 3.87292 -0.97515 0.33156  0.0898
H: 3.26791 -1.20821 -1.32020  0.0950
H: 4.82077 1.45317 -0.56831  0.1772
H: 2.55085 5.12003 -0.73615  0.0527
N: -4.32906 1.31463 0.91234  0.1203
C: -4.76234 1.25132 -0.39875  -0.0704
C: -3.65285 1.18602 -1.17141  -0.0869
N: -2.52578 1.19643 -0.36791  -0.0036
C: -2.97313 1.27395 0.88964  -0.2708
C: -1.98567 1.29274 1.90391  -0.2546
N: -0.71539 1.25136 1.47612  -0.0140
C: 0.07102 1.28701 2.61868  -0.0888
C: -0.72459 1.33867 3.71197  -0.0705
N: -2.02843 1.34577 3.26329  0.1193
H: -4.91593 1.31547 1.72612  0.1558
H: -5.80589 1.26053 -0.65232  0.1130
H: -3.58725 1.12831 -2.24320  0.1132
H: 1.14471 1.26164 2.56833  0.1116
H: -0.48608 1.36646 4.75891  0.1154
H: -2.84824 1.31455 3.84041  0.1554
O: 0.53549 -1.09403 -2.51222  0.0627
C: -0.00199 -1.63686 -1.56515  -0.5182
N: -0.57556 -0.94527 -0.51573  -0.1865
S: -1.31713 -1.95393 0.57034  0.6486
O: -0.68122 -1.87748 1.85755  -0.2910
O: -2.74804 -1.82665 0.52057  -0.2833
C: -0.81048 -3.43665 -0.24191  -0.2161
C: -1.02014 -4.74458 0.15155  -0.0262
C: -0.48714 -5.74022 -0.65780  -0.0617
C: 0.22957 -5.42736 -1.81265  -0.0591
C: 0.42938 -4.10504 -2.18697  0.0036
C: -0.10268 -3.11792 -1.37840  -0.1376
H: -1.57398 -4.98285 1.04862  0.1230
H: -0.62993 -6.77775 -0.38635  0.1072
H: 0.63326 -6.22451 -2.42193  0.1062
H: 0.97788 -3.83692 -3.07989  0.1236

***

DFT (wB97M-V/def2-TZVPD) results for the molecule C19H15NO4S2.

Output
Calculated total energy, eV: -51297.54898
Frontier orbital gap, eV: 7.54
Lowest unoccupied orbital energy, Ha: -0.030

Each line ends with the Löwdin charge.
CARTESIAN COORDINATES (ANGSTROEM)
O: 3.64922 1.07226 5.03908  0.1305
C: 4.72475 1.07080 4.51290  -0.5233
O: 5.73953 1.84879 4.87822  0.1243
C: 5.10479 0.19077 3.32867  -0.0699
N: 4.06594 -0.77163 3.07511  -0.1051
C: 3.07844 -0.49223 2.13881  -0.4155
O: 3.14195 0.47596 1.41796  0.1132
C: 2.06976 -1.55799 2.14888  -0.3905
C: 0.98743 -1.74867 1.36413  -0.0327
C: 0.39521 -0.89117 0.36166  -0.2045
C: 0.43382 0.50549 0.41275  -0.0276
C: -0.19276 1.24161 -0.57107  -0.0517
C: -0.85378 0.62826 -1.62352  0.0012
C: -0.91026 -0.76207 -1.68203  -0.2620
O: -1.52853 -1.48284 -2.65532  -0.0458
C: -2.14877 -0.79660 -3.72227  -0.1473
C: -3.36005 0.01129 -3.32100  -0.2262
C: -3.73980 1.11769 -4.07007  -0.0495
C: -4.85818 1.85029 -3.71540  -0.0831
C: -5.60237 1.48828 -2.60503  -0.0906
C: -5.22756 0.38707 -1.85498  -0.0735
C: -4.11399 -0.35147 -2.21358  -0.0287
C: -0.30322 -1.50820 -0.67721  0.0520
S: 2.50990 -2.77736 3.34878  1.0318
C: 3.93673 -1.89205 3.83681  -1.1006
S: 4.97998 -2.35553 4.99958  0.6917
H: 5.49277 2.40639 5.63373  0.1386
H: 6.05116 -0.31312 3.53814  0.1168
H: 5.20056 0.82134 2.43877  0.1441
H: 0.48616 -2.70293 1.48628  0.1151
H: 0.93231 1.00500 1.22436  0.1067
H: -0.16919 2.31984 -0.52530  0.1103
H: -1.33234 1.23677 -2.37388  0.1091
H: -1.42105 -0.15937 -4.24389  0.1334
H: -2.45500 -1.59407 -4.40954  0.1408
H: -3.15651 1.40451 -4.93409  0.1138
H: -5.14644 2.70834 -4.30447  0.1022
H: -6.47202 2.06407 -2.32573  0.1007
H: -5.80462 0.09969 -0.98865  0.1038
H: -3.82132 -1.21293 -1.63148  0.1204
H: -0.36263 -2.58430 -0.73611  0.1276

***

| no. | strongest force on any atom (eV/Å) |
| --- | --- |
| 1 | 0.5 |
| 2 | 2.7 |
| 3 | 1.1 |
| 4 | 0.9 |
| 5 | 1.0 |